Computed, not measured: 2 unconnected molecules or ions with the total composition CH4O2PS at a distorted geometry, with ωB97M-V/def2-TZVPD.

Structure (ORCA input):
```
! wB97M-V def2-TZVPD RIJCOSX def2/J DEFGRID3
* xyz -1 1
C -0.10 -0.46 -0.58
O -2.09 1.50 -0.57
O -1.80 0.10 1.49
P -1.75 0.14 -0.13
S 1.99 1.10 -0.11
H 0.23 -0.43 -1.60
H -0.07 -1.45 -0.05
H -1.21 0.58 2.11
H 2.84 0.74 -1.19
*
```

The calculation puts the energy at -25321.1284 eV. The energy above the lowest of the compared OMol25 structures with the same formula, charge and spin comes out at 401.3 kJ/mol. The gap between HOMO and LUMO (spin up / spin down) is 0.238 / 0.238 Ha. The value obtained for the LUMO energy (spin up / spin down) is 3.285 / 3.285 eV.

Atomic partial charges in e from the Löwdin method, atoms 1 to 5: -0.3328 -0.4825 -0.3265 0.4304 0.0095